Here is a structure of composition C29H43CoN3O4 from the Open Molecules 2025 dataset. Energies are from the ωB97M-V functional and the def2-TZVPD basis.

## Properties
Molecular weight: 556.613 g mol⁻¹
Spin multiplicity: 5
Kohn-Sham gap (alpha / beta): 6.02 / 6.06 eV
Calculated total energy: -2978.603512 hartree
Energy above the lowest of the compared OMol25 structures with the same formula, charge and spin: 0.2488 eV
E_HOMO (alpha / beta): -10.78 / -11.67 eV
Charge: +1
<S²>: 6.077

Last column: Löwdin spin population.
Positions of all 80 atoms, in Å:
1 N -2.5067 -1.7836 -3.0145  -0.009
2 H -4.3290 4.1651 -1.5463  0.000
3 H 3.2514 -4.2051 -2.0115  0.000
4 H 5.8044 -1.8493 -0.5493  0.000
5 C -1.5129 -3.8721 -2.5397  0.002
6 H -1.5795 -0.0875 1.9500  -0.003
7 H 3.4745 -3.0179 4.5527  0.003
8 O -0.4296 -3.0982 -2.4093  -0.008
9 H 4.3598 -0.6463 4.3553  0.002
10 H 5.1761 -3.5070 -0.4649  0.000
11 H 4.2675 -2.0749 0.9950  -0.001
12 H -3.5330 4.9836 -2.8836  0.000
13 C -2.6959 2.5485 0.0769  0.071
14 H -1.5227 4.1457 -3.9453  0.000
15 H 5.0115 -1.1782 -3.3513  0.001
16 H -4.7990 2.8393 3.4896  0.002
17 H -3.1740 -1.1946 -2.5235  0.001
18 H 5.9846 -2.9357 -1.9187  0.000
19 H 3.8323 0.4036 3.0370  0.000
20 C 1.7231 -1.0191 4.1183  0.000
21 H 4.8826 -0.9779 2.7104  0.000
22 H -4.9743 1.5315 2.3168  0.000
23 H -0.6799 4.0889 -2.3976  0.000
24 C 3.4422 -3.3101 -2.6068  0.004
25 H -2.9976 1.6991 4.6547  0.000
26 H -2.7714 4.9779 -1.2992  0.000
27 C -1.3025 3.5126 -3.0844  0.002
28 H -4.7451 3.1956 1.7681  0.000
29 H 1.3827 -0.0120 3.8669  0.000
30 H 4.1861 -3.5658 -3.3630  0.000
31 C 2.3296 -1.4934 1.7071  0.191
32 C -1.6353 0.9718 -1.3294  0.182
33 C -1.7632 0.5506 1.1013  0.002
34 O -1.2112 0.5274 -2.4698  0.222
35 H -3.4817 -3.6112 -3.0784  0.000
36 H -2.5647 3.9771 3.8406  0.002
37 H -3.7605 2.9815 -4.2391  0.000
38 H 0.8573 -1.6838 4.1474  0.000
39 H -3.2251 3.4756 0.2382  0.001
40 H -2.6205 -1.6280 -4.0163  0.004
41 C -2.9312 2.2600 2.5810  0.017
42 H 0.2796 -1.0127 2.1332  -0.003
43 H -4.4458 2.0301 -2.9243  0.000
44 C 2.7980 -1.5175 3.1518  0.022
45 C 2.9738 -1.8240 -0.6495  0.078
46 C 1.0059 -1.2225 1.3663  0.013
47 C -4.4528 2.4674 2.5245  0.011
48 C 0.6331 -1.2425 0.0414  0.174
49 H -3.0725 0.3157 3.5713  0.000
50 C -3.3565 4.3752 -1.9964  0.000
51 O -1.4968 -5.0643 -2.4974  -0.002
52 H 2.2920 -3.6305 3.3894  0.000
53 H 3.9639 -3.3553 2.8924  0.000
54 N -2.6955 -3.1336 -2.6625  -0.001
55 C 4.0429 -0.6314 3.3118  0.012
56 H -0.7306 2.6562 -3.4342  0.000
57 C -2.6186 3.1014 -2.4070  0.001
58 H 4.6903 -0.1242 -1.9734  0.000
59 H -2.4912 4.3628 2.1252  0.000
60 C 3.9894 -2.1730 -1.7309  0.006
61 H 2.1371 -0.9848 5.1260  0.000
62 H -1.1556 3.4946 2.8907  0.000
63 C 3.2677 -1.8150 0.6832  0.035
64 C -2.2411 3.6048 2.8676  0.012
65 O 1.2516 -1.2760 -2.2053  0.250
66 C 5.3089 -2.6405 -1.1157  -0.001
67 H -3.0065 1.4551 -3.7966  0.000
68 C -2.4397 1.7436 1.2387  0.149
69 H 3.3818 -0.5594 -3.0834  0.000
70 C -2.3254 2.2233 -1.1958  0.041
71 C 4.2757 -0.9279 -2.5852  0.005
72 C 3.1525 -2.9709 3.5111  0.016
73 C -2.6109 1.2938 3.7197  -0.001
74 Co -0.6803 -1.3031 -2.4112  1.787
75 C -3.5091 2.3346 -3.3973  0.001
76 C 1.6217 -1.4624 -0.9984  0.168
77 H -1.5346 1.1553 3.8452  0.000
78 N -0.5980 -0.9401 -0.5092  0.363
79 H 2.5208 -3.0365 -3.1151  0.000
80 C -1.3446 0.1499 -0.1658  0.172

***

Here is a structure of composition C29H43F2Sn at a distorted geometry from the Open Molecules 2025 dataset. Energies are from the ωB97M-V functional and the def2-TZVPD basis.

## Properties
Molecular weight: 548.370 g mol⁻¹
Spin multiplicity: 1
Kohn-Sham gap: 4.07 eV
Calculated total energy: -1544.747332 hartree
Energy above the lowest of the compared OMol25 structures with the same formula, charge and spin: 1.3881 eV
E_HOMO: -1.35 eV
Charge: -1

Last column: Mulliken charge in e.
Positions of all 75 atoms, in Å:
1 H -7.2846 1.0731 -0.7503  0.304
2 C 3.2977 1.2358 -2.5423  -0.007
3 C -1.6554 -5.6919 1.4014  -0.655
4 C 3.5719 2.6042 -2.5222  0.036
5 H 2.9542 3.3180 -3.0494  -0.058
6 H 5.8338 0.2310 -0.4588  0.431
7 C -1.5557 -4.1553 1.4612  0.054
8 C -6.6107 1.6727 -1.3677  -1.285
9 C 0.9228 0.7727 -6.9801  -0.749
10 C 1.6738 2.5728 -4.9801  0.020
11 H 4.8927 4.1937 -1.8828  0.420
12 C 0.2384 -0.1136 -0.2736  -1.583
13 C 5.2027 0.9018 -1.0344  -0.832
14 C -1.1157 -0.6335 5.6297  -1.309
15 H -2.7141 -5.9775 1.4158  0.291
16 C -3.3490 -0.5012 -1.2610  -1.205
17 H -1.7922 -1.2530 6.2261  0.308
18 C -4.5466 0.3007 -0.7352  -0.161
19 H 0.5646 0.0726 -7.7340  0.397
20 C 4.6670 3.1324 -1.8311  -1.036
21 C -1.8167 -0.0841 4.3897  -0.488
22 H 3.9045 -0.6637 -1.7274  0.181
23 H 1.7886 3.3053 -4.1882  0.539
24 H -3.9999 -0.9888 2.0582  0.268
25 H -3.0512 -1.8040 3.9779  0.310
26 H 0.5874 -0.5435 0.6790  0.372
27 H -4.8116 1.4535 -2.5359  0.340
28 C 1.3589 3.0585 -6.2584  -0.990
29 H -1.0178 -7.4242 0.2835  0.380
30 H 1.4272 -2.4591 -0.5599  0.209
31 C -2.9645 -0.6356 2.1550  -1.136
32 H -0.0768 0.9386 -0.2589  0.362
33 H 2.6090 -0.4269 -3.6546  0.575
34 C 1.3361 -1.9975 -1.5550  -1.498
35 H -5.8005 -0.0001 -2.4614  0.317
36 C 5.4560 2.2689 -1.0888  0.487
37 H -2.6771 0.5252 4.6952  0.359
38 H -1.2116 -6.0941 2.3199  0.368
39 C 1.3449 0.3247 -5.7258  -0.248
40 C 0.8952 0.2777 -2.6711  -1.025
41 C -0.9761 -6.3345 0.1941  -1.182
42 H -1.6550 -3.7077 -0.6907  0.284
43 C -2.3130 -1.1848 3.4391  -0.103
44 C 4.1137 0.4075 -1.7558  -0.011
45 C 0.9660 2.1439 -7.2272  0.512
46 H 1.3806 4.1260 -6.4635  0.402
47 C -5.4325 0.8451 -1.8688  -0.424
48 H -1.1348 0.5822 3.8454  0.284
49 H -2.0784 -3.8241 2.3729  0.067
50 H -6.2742 2.5291 -0.7777  0.305
51 H -0.4977 -3.8740 1.5889  0.227
52 Sn -1.9691 -1.2215 0.2810  0.325
53 H -3.2193 -3.6283 0.1486  0.330
54 H -1.4773 -1.8621 3.1950  0.053
55 H -0.7741 0.1926 6.2568  0.385
56 C 2.1813 0.5516 -3.3798  0.825
57 H 0.4027 1.2374 -2.4446  0.242
58 H -2.7186 0.1021 -1.9265  0.233
59 H 1.3045 -0.7495 -5.5097  0.357
60 H 0.6590 -2.6580 -2.1302  0.202
61 H 0.0797 -6.0492 0.1234  0.272
62 H -0.2417 -1.2356 5.3629  0.293
63 F 0.5189 2.6147 -8.4350  -0.336
64 H -4.2005 1.1459 -0.1204  0.237
65 H -7.1842 2.0546 -2.2147  0.393
66 H -3.6777 -1.3928 -1.8101  0.376
67 C 1.7913 1.2061 -4.7242  -0.425
68 H 2.3229 -2.0710 -2.0408  0.366
69 H -5.1653 -0.3263 -0.0737  0.195
70 C -2.1436 -3.4184 0.2496  -0.936
71 H 0.2290 -0.2217 -3.3980  0.348
72 F 6.4914 2.7813 -0.3494  -0.351
73 C 0.8428 -0.5913 -1.4481  1.435
74 H -1.4735 -6.0588 -0.7410  0.289
75 H -2.9749 0.4614 2.1199  0.468

***

The lowest charge belongs to which entry?
C29H43F2Sn

***

What is the formula in the second record?
C29H43F2Sn

***

Which of these has the lowest spin multiplicity?
C29H43F2Sn

***

Among the records above, which one has the highest energy above the lowest of the compared OMol25 structures with the same formula, charge and spin?
C29H43F2Sn